Entry 1:
DFT (wB97M-V/def2-TZVPD) results for C18H44N2O6Pd as an isolated structure in a non-equilibrium geometry.

XYZ file:
```
71
Properties=species:S:1:pos:R:3
C -0.77 7.91 -2.44
H 0.01 -8.38 2.53
C -1.95 -6.07 1.68
H -2.01 5.18 -5.10
H 2.73 -4.02 2.05
H 0.50 -8.66 4.12
H -1.20 -1.40 -3.63
H 3.66 -1.60 -1.03
H -2.53 7.35 -3.45
H 2.31 -7.63 2.82
H 1.09 6.79 -4.14
N -0.18 5.06 -2.23
H -0.31 4.93 -4.82
H -3.65 4.86 -2.99
H 1.37 5.22 0.06
O -0.02 -3.67 2.35
C 1.35 -5.71 2.38
C 1.59 -6.97 3.30
H -2.36 -1.67 -2.70
H -1.61 -4.52 4.76
H -1.45 -6.86 1.12
H -2.28 1.99 1.88
C -1.17 -5.73 3.00
H -0.69 -6.64 4.95
C 2.63 -4.96 2.58
C -1.92 6.93 -2.65
H -2.96 -6.42 1.89
H -2.49 3.53 -3.01
H -3.07 0.70 1.83
H 3.24 -1.10 -2.39
H 1.07 8.20 -1.33
H -0.29 8.10 -3.40
H 3.49 -5.58 2.29
N 0.08 -4.99 2.86
C 0.31 -7.84 3.43
H -2.43 6.89 -1.69
H -0.92 6.51 -4.86
H -2.75 4.39 -1.61
H 2.74 6.16 -0.74
O 2.89 -1.40 -1.55
C -2.64 4.55 -2.69
H -1.69 -7.68 3.93
C 1.81 5.60 -0.86
O 0.31 3.66 -2.41
C 0.87 6.08 -1.96
H 2.24 -6.08 0.49
C -1.44 5.48 -3.01
H 2.84 -4.83 3.64
C 0.32 7.43 -1.48
C 1.64 6.47 -3.25
H -2.63 -4.07 3.25
H 2.25 4.65 -1.19
C -2.16 -4.83 3.87
C -0.88 -6.94 3.92
H 0.96 -7.24 0.88
H 2.61 2.20 1.62
H 2.46 7.15 -3.01
C -1.17 5.52 -4.49
H 1.97 -6.74 4.29
H -2.01 -5.17 1.06
H 2.19 5.63 -3.67
H -0.14 7.18 -0.53
H -2.84 -5.59 4.26
O -2.21 1.06 1.65
H -1.24 8.84 -2.13
C 1.25 -6.19 0.94
O -1.46 -1.35 -2.71
Pd 0.17 -0.21 -0.10
H 3.45 0.95 1.76
H 0.54 -5.68 0.30
O 2.58 1.25 1.49
```

The energy relative to the best compared isomer or geometry (same formula, charge and spin) comes out at 252.4 kJ/mol. The calculation puts the HOMO-LUMO gap (spin up / spin down) at 6.1 / 5.4 eV. The spin multiplicity is 3.

Atom charges from the Mulliken analysis, given in e for atoms 1 to 6: -0.6147, 0.3466, -1.7508, 0.4234, 0.3363, 0.4309

***

Entry 2:
DFT (wB97M-V/def2-TZVPD) results for a 3-piece molecular cluster, C18H44N8O7P4 overall in a non-equilibrium geometry.

XYZ file:
```
81
Properties=species:S:1:pos:R:3
H 4.67 -4.28 -6.46
H 6.64 0.70 -5.05
H -7.69 2.59 6.01
C -3.90 -2.22 0.45
C -3.03 4.92 5.84
O -0.56 -3.22 -0.51
H -4.82 5.54 3.11
P -5.21 3.40 4.88
H -4.20 3.77 7.72
C 3.66 -4.04 -3.94
H -2.19 5.49 5.44
H -2.89 1.22 3.21
H -3.50 5.54 6.62
H -0.29 -0.15 -2.33
H 4.88 0.73 -5.23
H 5.20 -5.51 -5.32
P 5.31 -1.93 -4.32
H 8.19 -1.11 -5.17
H -4.46 -1.62 -2.81
O -1.57 2.23 1.05
O 1.84 -2.72 -1.31
H -7.20 1.95 7.57
C -5.20 3.33 7.74
H -5.89 4.06 8.16
P 0.65 -2.15 -0.37
H -0.99 -3.16 -1.37
H 9.04 -2.27 -4.20
O -2.13 2.19 -1.10
H 5.91 0.81 -6.65
H 2.85 -3.84 -4.64
N -1.30 0.18 0.06
H 3.67 -5.11 -3.72
H -2.99 0.42 5.28
H 4.90 -1.31 -7.66
N -3.95 4.58 4.78
C -2.45 -0.69 -0.25
C 5.31 -4.46 -5.59
H 7.30 -4.29 -3.23
H -4.84 6.51 4.59
H -3.58 2.76 2.76
O 1.00 -2.05 1.04
C -3.12 2.22 3.58
N 5.80 -1.10 -5.75
N 6.95 -2.34 -3.97
H -4.40 0.72 6.24
C 7.19 -3.27 -2.87
H -4.29 -2.84 1.26
C -1.68 1.58 0.04
C -2.96 -0.69 -1.55
C -4.26 5.79 4.01
H -2.56 -0.08 -2.35
C -4.49 -2.35 -0.79
C -3.57 1.22 5.74
O 3.87 -1.47 -4.29
O -6.35 4.38 4.69
P 0.09 -0.12 -0.96
H 6.36 -4.35 -5.88
H -5.10 2.48 8.43
H -5.31 -3.04 -0.94
C -4.02 -1.55 -1.82
N -2.88 -1.42 0.75
H 6.68 -1.15 -7.64
H -6.75 1.09 6.10
H -2.99 1.85 -1.37
H -2.94 1.70 6.49
H 3.45 -3.53 -3.01
N -5.64 2.84 6.45
N 4.96 -3.61 -4.48
H -2.18 2.72 3.84
H -2.58 4.04 6.29
H -3.34 6.27 3.68
C -6.88 2.09 6.53
C 5.80 0.35 -5.67
H 5.95 -2.65 -7.20
C 8.13 -2.13 -4.79
N -4.02 2.17 4.74
H 8.17 -2.83 -5.63
C 5.81 -1.58 -7.11
H 6.37 -3.24 -2.15
H 2.45 -1.98 -1.42
H 8.10 -3.00 -2.32
```

The energy relative to the best compared isomer or geometry (same formula, charge and spin) comes out at 0.0 kJ/mol. The calculation puts the HOMO-LUMO gap at 7.5 eV. The spin multiplicity is 1.

Atom charges from the Mulliken analysis, given in e for atoms 1 to 6: 0.3420, 0.3303, 0.3067, -0.4098, -1.2227, -0.5015

***

Entry 3:
DFT (wB97M-V/def2-TZVPD) results for C18H45BF4N3Na4O10P as an isolated structure in a non-equilibrium geometry.

XYZ file:
```
86
Properties=species:S:1:pos:R:3
C -1.46 -1.68 -3.42
C -1.15 4.95 2.92
O -2.79 1.42 1.14
H -3.23 -4.19 -4.08
H -1.10 3.63 4.57
H -2.36 0.41 -0.46
O -2.77 4.78 4.81
C -3.20 -6.54 -3.00
P 1.19 -0.10 4.29
H -1.00 3.93 1.09
H -7.44 -5.87 -3.38
C -3.00 -4.15 -3.02
H 5.16 0.67 0.35
H -1.28 -0.73 -3.92
O 5.18 -1.95 -0.04
C -2.90 0.21 0.47
H 6.35 -3.46 -0.81
H -3.91 -0.15 0.27
H 7.35 4.45 1.62
C -1.46 4.63 4.32
H -0.83 5.33 4.88
F 0.21 -0.19 1.01
H 4.60 0.42 -2.50
H 4.63 -2.11 -2.10
H -4.05 6.13 5.67
H 4.83 2.74 -1.76
H 3.54 2.32 -0.80
O 1.52 1.44 4.03
H -2.23 -6.46 -3.48
O -0.29 -0.31 3.94
H 6.11 -1.19 -1.77
H -4.45 2.55 0.47
F 1.98 -1.08 -0.15
C -6.56 -6.00 -4.01
H -4.18 -6.14 -5.01
C 5.66 -3.29 0.02
H 6.08 5.59 1.00
H -2.96 2.84 -0.40
Na 3.72 -1.74 1.68
H -2.30 -0.58 0.92
F 0.67 0.33 -1.16
C -3.18 6.13 5.01
H -2.97 -2.66 -1.41
H -2.92 4.60 0.96
C 5.12 -1.45 -1.39
Na 0.33 -2.35 2.32
N 5.10 0.98 -0.61
O -5.46 -6.54 -3.30
C -3.37 2.59 0.58
C -2.89 3.71 1.58
H -4.46 -5.23 -2.26
H 6.27 -3.41 0.92
N -1.45 3.78 1.98
C 4.44 -0.03 -1.52
O 2.01 -1.00 3.32
C 4.63 2.32 -0.77
H -3.60 3.64 2.41
H -0.10 5.21 2.78
Na 3.23 1.02 2.54
H 3.37 0.11 -1.40
H -4.45 -2.68 -2.29
C 6.82 4.83 0.74
H 4.74 -3.86 -0.03
F 1.91 1.17 0.49
C 5.14 3.24 0.35
H -1.72 5.82 2.58
Na -0.47 1.56 2.57
H -1.20 -2.45 -4.14
H 4.38 4.00 0.54
H 5.30 2.74 1.31
H -3.61 6.57 4.11
O 1.52 -0.55 5.77
H -1.91 -4.13 -3.13
H -4.20 -7.75 -4.48
H 7.38 5.50 0.09
C -3.36 -2.72 -2.42
O 6.36 3.83 0.00
H -6.39 -4.95 -4.26
H -2.44 6.77 5.48
H -0.69 -1.81 -2.66
C -4.23 -6.73 -4.09
N -3.45 -5.28 -2.21
O -2.83 -1.65 -3.00
H -3.06 -7.38 -2.31
H -6.73 -6.52 -4.95
B 1.20 0.12 0.03
```

The calculation puts the HOMO-LUMO gap (spin up / spin down) at 7.2 / 6.0 eV. The spin multiplicity is 2. As for the net charge: +1.

Atom charges from the Mulliken analysis, given in e for atoms 1 to 6: -0.8916, -0.6676, -0.1728, 0.3515, 0.2667, 0.3893